No. 1
Here is a cluster of 2 separate species, C6H12N2 in total at a distorted geometry from the Open Molecules 2025 dataset. Energies are from ωB97M-V/def2-TZVPD.

## Properties
total charge: 0
HOMO energy: -0.321 Eh
Kohn-Sham gap: 9.6 eV
SMILES: Cc1c[nH]cn1.CC
E_LUMO: 0.85 eV

CARTESIAN COORDINATES (ANGSTROEM)
C 2.165785 -1.835229 -0.833239
C 3.412973 -0.939729 -0.668405
H 1.403602 -1.318999 -0.108272
H 1.803978 -1.691457 -1.883483
H 2.320104 -2.893989 -0.658103
H 3.926140 -0.838654 -1.683339
H 4.243021 -1.155724 -0.005734
H 3.136863 0.057318 -0.312600
C -2.113695 -0.646306 1.781222
C 0.070222 0.816262 -0.625685
C -1.437706 0.269998 0.844450
C -1.869237 1.357099 0.188553
N -0.142153 -0.031231 0.344080
N -1.004767 1.667742 -0.829040
H 0.928291 0.602888 -1.270468
H -1.164384 2.474893 -1.394997
H -2.804359 1.907502 0.179821
H -2.761775 -1.305383 1.207315
H -2.779051 -0.176691 2.508881
H -1.375534 -1.220869 2.355125

Cartesian forces, eV/Å:
-0.8 2.1 0.9
1.0 0.5 -1.9
1.0 -1.9 -1.4
0.1 -0.3 0.9
0.0 0.0 0.2
-0.6 0.2 1.2
-0.2 -1.0 0.4
-0.2 0.1 -0.4
-0.2 -0.2 0.7
0.1 -0.6 -0.7
1.9 0.0 -0.2
-1.9 0.8 -0.8
-1.8 0.6 0.3
1.2 -1.0 1.2
-0.4 1.0 0.0
0.6 0.1 -0.4
0.1 -0.3 0.4
0.1 -0.4 0.0
0.2 0.3 -0.1
-0.2 0.0 -0.3

***

No. 2
Here is the molecule C6H12N2 at a distorted geometry from the Open Molecules 2025 dataset. Energies are from ωB97M-V/def2-TZVPD.

## Properties
total charge: 0
HOMO energy: -0.313 Eh
Kohn-Sham gap: 9.5 eV
SMILES: C1C[C@H]2C[C@@H](CN1)N2
E_LUMO: 0.94 eV

CARTESIAN COORDINATES (ANGSTROEM)
C -0.858298 0.794857 -1.294025
C -0.393266 -0.557078 -1.435911
C 0.516901 -1.521120 -0.502585
C 1.664530 -0.900022 0.404552
C 0.658135 0.093735 0.879129
C -0.012521 1.329715 1.322289
H -1.793413 0.908249 -1.809331
H -0.011201 1.523299 -1.426779
H 0.029766 -0.604989 -2.395871
H -1.256576 -1.321854 -1.539377
H 0.816568 -2.677975 -0.502774
H 2.085916 -1.443987 1.108619
H 2.401003 -0.290452 -0.113555
H 0.744758 0.662123 -0.142234
H -0.805587 1.465395 2.116014
H 0.655820 2.258250 1.205892
H -1.963299 1.108292 0.463929
H -0.243017 -1.626758 1.450933
N -1.012347 1.549608 0.098862
N -0.432457 -0.892481 0.664542

Cartesian forces, eV/Å:
2.5 4.6 4.3
0.4 -7.0 -2.0
0.0 1.7 3.8
0.1 3.9 -3.7
-2.2 0.3 -3.1
-1.4 3.6 -1.4
-0.1 0.7 -0.4
-0.8 -0.7 -2.4
0.6 0.1 -1.9
0.9 1.4 0.2
-2.0 2.3 -1.0
1.8 -3.5 3.0
0.9 -0.7 -0.2
0.3 -1.5 1.5
1.7 -0.6 0.1
-0.8 -1.4 0.8
2.5 1.4 -0.6
-0.7 1.6 -1.1
-4.8 -2.0 1.6
1.1 -4.3 2.5

***

No. 3
Here is a cluster of 2 separate species, C6H12N2 in total from the Open Molecules 2025 dataset. Energies are from ωB97M-V/def2-TZVPD.

## Properties
total charge: 0
HOMO energy: -0.335 Eh
Kohn-Sham gap: 10.2 eV
SMILES: C=CN=C.C=NCC
E_LUMO: 1.06 eV

CARTESIAN COORDINATES (ANGSTROEM)
C -2.581155 0.677311 -0.477562
C -1.558056 1.314877 0.478588
C -0.121551 3.067654 -0.029385
N -0.519527 1.914676 -0.344241
H -3.418338 0.217084 0.048471
H -2.953389 1.481722 -1.109919
H -2.107943 -0.105408 -1.062651
H -1.092950 0.545700 1.098414
H -2.059768 2.040269 1.130383
H -0.561519 3.594355 0.827866
H 0.650367 3.570383 -0.604473
C 1.568615 -2.807261 -0.348411
C 2.331471 -2.223985 -1.275141
C 1.514078 -1.351452 1.400361
N 0.858342 -2.105567 0.625460
H 1.331917 -3.862632 -0.411675
H 2.346744 -1.146664 -1.367227
H 2.784315 -2.824343 -2.048897
H 0.981980 -0.667596 2.055150
H 2.606374 -1.329128 1.414882

Cartesian forces, eV/Å:
0.2 0.2 0.6
-0.4 -0.5 -0.6
-0.4 -0.1 0.2
0.4 0.1 0.2
0.0 0.1 0.1
-0.1 -0.2 -0.3
0.1 0.1 -0.2
0.0 0.0 0.0
0.1 0.1 0.1
0.1 0.2 -0.1
0.0 -0.1 0.0
0.1 -0.1 -0.5
-0.5 -0.2 0.1
-0.1 0.1 -0.2
0.0 0.4 0.1
0.2 -0.1 0.2
0.3 0.0 0.1
0.1 0.0 -0.1
0.0 -0.2 0.2
0.0 0.0 -0.1

***

No. 4
Here is a structure of composition C6H12N2 at a distorted geometry from the Open Molecules 2025 dataset. Energies are from ωB97M-V/def2-TZVPD.

## Properties
total charge: 0
HOMO energy: -0.257 Eh
Kohn-Sham gap: 8.1 eV
E_LUMO: 1.07 eV

CARTESIAN COORDINATES (ANGSTROEM)
C -0.720041 -0.253922 -1.204488
C -1.505202 1.015665 0.033405
C -0.269006 1.636155 0.622993
C 1.368773 0.106029 1.917629
C 0.524103 -0.358065 -0.455044
C 0.622932 0.428425 0.665520
N 1.462187 -1.336764 -0.781569
N -1.164959 -1.506328 -1.753215
H -1.173225 0.451412 -1.899000
H 2.219158 -1.428194 -0.115567
H 1.035644 -2.253319 -0.895515
H -2.099369 -1.430590 -2.137217
H -0.547723 -1.802305 -2.503753
H -2.115444 0.456118 0.742930
H -2.085472 1.652957 -0.630486
H 0.162307 2.417629 -0.010581
H -0.440570 2.066250 1.615145
H 2.449120 0.227214 1.772739
H 1.126557 0.807853 2.722962
H 1.150228 -0.896223 2.293114

Cartesian forces, eV/Å:
-2.7 3.3 0.5
-0.5 -2.4 -1.8
0.0 -1.0 -0.1
1.1 0.5 -0.1
1.1 1.3 2.1
0.1 -0.6 -0.6
-0.1 -0.9 0.0
-0.7 -1.5 1.1
2.2 1.0 -1.0
-0.1 0.2 0.0
0.0 0.1 -0.2
0.2 0.0 0.0
0.0 0.2 0.1
0.0 0.2 0.1
-0.3 0.1 0.2
-0.2 0.0 -0.1
0.0 -0.1 -0.1
0.1 -0.3 0.2
-0.1 -0.1 -0.2
0.1 -0.1 -0.2

***

No. 5
Here is the molecule C6H12N2 at a distorted geometry from the Open Molecules 2025 dataset. Energies are from ωB97M-V/def2-TZVPD.

## Properties
total charge: 0
HOMO energy: -0.316 Eh
Kohn-Sham gap: 9.1 eV
SMILES: [H]/N=C(\C=C/C)[C@@H](C)N
E_LUMO: 0.48 eV

CARTESIAN COORDINATES (ANGSTROEM)
C -0.641594 0.314209 0.816596
C 0.378279 0.336780 1.943640
C 0.641367 -2.175482 -0.634960
C 0.162460 1.028823 -0.581618
N -1.756105 1.143845 1.148979
C 0.402330 0.167927 -1.695585
C 0.331401 -1.185750 -1.707208
N 0.282107 2.278746 -0.479243
H -1.018677 -0.687979 0.621542
H -2.467168 1.132234 0.427390
H -1.453446 2.102009 1.286413
H 0.314882 2.797095 -1.358400
H 0.512120 0.682805 -2.651518
H 0.260358 -1.643176 -2.691398
H 0.742096 1.355784 2.072829
H -0.081027 -0.001019 2.873320
H 1.235189 -0.294501 1.719425
H 1.326557 -2.931090 -1.026650
H 1.095212 -1.721641 0.239778
H -0.266343 -2.699621 -0.323331

Cartesian forces, eV/Å:
1.8 1.5 -1.5
-0.2 -0.1 0.0
-0.6 0.0 0.3
-1.2 -1.3 3.2
-0.4 0.0 0.3
-0.6 -1.2 -1.2
1.0 0.9 -0.7
-1.1 0.5 -0.1
0.3 0.0 -0.3
0.1 0.1 0.0
0.0 0.0 -0.1
1.0 -0.3 -0.1
-0.3 -0.1 -0.1
0.2 0.1 -0.1
0.0 0.0 0.0
0.0 0.0 0.0
0.1 0.0 0.0
-0.1 0.1 0.0
0.0 0.0 0.0
0.1 -0.1 0.1

***

No. 6
Here is a structure of composition C6H12N2 at a distorted geometry from the Open Molecules 2025 dataset. Energies are from ωB97M-V/def2-TZVPD.

## Properties
total charge: 0
HOMO energy: -0.293 Eh
Kohn-Sham gap: 8.4 eV
E_LUMO: 0.46 eV

CARTESIAN COORDINATES (ANGSTROEM)
C 0.591971 0.938687 0.009428
C 0.405955 1.622370 -1.331791
C 1.884741 0.142435 0.116868
C -0.629634 -1.502131 -0.521729
N -1.775274 0.279683 1.266812
C -1.164191 -1.904352 0.653075
C -1.772414 -0.993912 1.539740
N -0.444951 -1.589344 -1.717122
H 0.635846 1.719655 0.778433
H 0.314909 -1.101063 -2.178193
H -2.158152 0.878531 1.990279
H -0.590001 0.569644 0.561572
H -0.983524 -2.924131 0.963688
H -2.100755 -1.381898 2.504952
H -0.481384 2.257037 -1.332328
H 1.263699 2.257122 -1.580280
H 0.308169 0.911773 -2.156838
H 1.979251 -0.611199 -0.668354
H 1.956689 -0.364142 1.081318
H 2.759050 0.795235 0.020471

Cartesian forces, eV/Å:
-1.4 0.1 1.2
0.1 0.0 0.1
-0.2 0.0 0.1
-0.7 -1.2 -0.5
-1.2 -0.8 0.4
0.5 0.0 -0.4
0.2 1.4 0.5
-0.1 0.7 0.4
0.3 0.3 -0.1
0.2 -0.1 0.1
0.0 -0.2 0.2
2.5 0.1 -1.7
0.1 0.0 -0.1
-0.1 0.0 -0.1
0.0 0.0 -0.1
0.0 0.0 0.0
-0.1 0.0 -0.1
0.0 -0.1 0.0
0.0 0.0 0.0
0.0 0.0 0.0

***

No. 7
Here is a cluster of 2 separate species, C6H12N2 in total at a distorted geometry from the Open Molecules 2025 dataset. Energies are from ωB97M-V/def2-TZVPD.

## Properties
total charge: 0
HOMO energy: -0.319 Eh
Kohn-Sham gap: 9.5 eV
SMILES: Cc1c[nH]cn1.CC
E_LUMO: 0.88 eV

CARTESIAN COORDINATES (ANGSTROEM)
C 1.304459 1.438693 1.130301
C 0.427301 -1.935391 0.267666
C 0.560211 0.119688 0.968332
C -0.441965 -0.419129 1.700004
N 1.019635 -0.783362 -0.017731
N -0.459782 -1.748153 1.308824
H 0.535215 -2.947819 -0.051601
H -1.189213 -2.389854 1.533302
H -1.005836 0.098818 2.509181
H 1.147765 1.912058 2.128883
H 0.791012 2.115817 0.431040
H 2.383232 1.326687 0.978775
C -0.933760 1.826827 -1.730737
C -0.996615 0.719205 -2.790907
H -1.643912 2.662656 -1.848033
H -1.201110 1.418678 -0.776983
H -0.016141 2.417917 -1.692635
H -0.603842 -0.242123 -2.403767
H -0.438968 1.059839 -3.652988
H -2.054419 0.511712 -2.942756

Cartesian forces, eV/Å:
-1.5 0.2 0.3
-1.0 2.2 1.5
1.4 0.2 -1.0
0.4 0.2 0.6
0.1 -1.0 1.3
-0.5 0.1 -0.2
0.4 -0.1 -0.9
-0.2 -0.4 0.2
0.4 -1.1 -0.8
0.0 -0.6 -0.5
0.9 0.2 -0.1
-0.4 0.1 -0.3
-0.4 0.9 -0.1
-0.1 0.1 1.2
-0.3 -0.5 -0.6
0.3 -0.2 0.8
0.4 -0.7 0.2
0.3 0.7 -0.2
-0.3 -0.4 -0.5
0.0 0.1 -0.7

***

No. 8
Here is the molecule C6H12N2 at a distorted geometry from the Open Molecules 2025 dataset. Energies are from ωB97M-V/def2-TZVPD.

## Properties
total charge: 0
HOMO energy: -0.289 Eh
Kohn-Sham gap: 9.0 eV
SMILES: C=NN1CC[C@@H]1CC
E_LUMO: 1.09 eV

CARTESIAN COORDINATES (ANGSTROEM)
C -1.927394 -1.559766 0.072585
C -1.763420 0.008019 0.205762
C -0.488449 0.432134 -0.544910
C -0.094015 1.892997 -0.290622
C 1.176621 1.264248 0.417424
C 2.692167 -1.184416 0.051686
H -1.290067 -2.111900 0.750042
H -2.984578 -1.942346 0.211741
H -1.626274 -1.918976 -0.945376
H -2.592281 0.439376 -0.226771
H -1.765996 0.307282 1.272896
H -0.619867 0.121570 -1.578064
H -0.772222 2.408054 0.374098
H 0.207936 2.516952 -1.168524
H 2.042068 1.615678 -0.101133
H 1.139232 1.294834 1.475378
H 3.193456 -0.376207 0.579097
H 3.199832 -2.142306 -0.024037
N 0.763612 -0.034332 -0.083745
N 1.509631 -1.030890 -0.447525

Cartesian forces, eV/Å:
-0.8 0.0 -0.7
2.0 -2.9 1.1
-2.0 -0.1 -1.6
1.2 -0.3 0.1
-1.1 0.5 -1.4
-0.5 0.5 -0.4
0.2 0.0 0.3
1.1 0.7 0.0
-0.2 0.5 0.7
-1.8 1.3 -1.2
0.2 -0.1 -0.5
-0.3 0.2 -0.4
-0.1 0.3 0.0
-0.5 -0.6 0.7
1.1 0.3 0.4
0.6 0.4 1.1
-0.1 -0.1 0.4
-0.1 0.3 -0.6
0.8 1.2 1.3
0.4 -2.1 0.6

***

No. 9
Here is the molecule C6H12N2O at a distorted geometry from the Open Molecules 2025 dataset. Energies are from ωB97M-V/def2-TZVPD.

## Properties
total charge: 0
HOMO energy (alpha / beta): -0.271 / -0.267 Eh
Kohn-Sham gap (alpha / beta): 8.1 / 8.1 eV
E_LUMO (alpha / beta): 0.76 / 0.83 eV

CARTESIAN COORDINATES (ANGSTROEM)
C -1.063410 -2.650509 0.923823
C -0.797503 1.231293 -1.420930
N -0.106013 -2.117216 -0.000653
N 0.694051 -1.228997 0.493965
C -0.149039 1.209554 -0.071064
C 1.410780 0.949493 -0.081847
C 1.543796 -0.532790 -0.244502
C -0.763930 1.573232 1.049060
O 2.102359 1.694159 -1.043148
H 1.888549 1.345231 -1.916795
H 0.355792 -0.745248 1.354502
H 1.811947 1.285797 0.882958
H 1.940059 -0.971304 -1.136812
H -0.765603 -3.658528 1.234841
H -2.032082 -2.751800 0.415414
H -1.200223 -2.011153 1.821145
H -0.401157 2.052648 -2.019390
H -0.597198 0.297118 -1.945647
H -1.867078 1.408973 -1.333977
H -0.249229 1.618724 1.997473
H -1.754867 2.001320 1.041582

Cartesian forces, eV/Å:
0.1 -0.2 0.4
0.0 0.1 0.2
0.0 -0.9 -0.3
-1.3 0.9 -0.3
1.3 1.5 -0.2
-1.1 -0.2 1.0
0.9 0.1 0.4
0.2 0.3 -0.2
-0.1 0.0 -0.3
0.0 0.0 0.0
0.4 -0.4 -0.4
-0.1 0.0 -0.1
-0.1 -0.2 -0.4
-0.1 0.0 0.2
0.3 0.1 0.1
0.0 -0.2 -0.2
0.2 0.0 0.0
-0.2 -0.1 -0.1
-0.1 -0.2 0.0
0.2 0.0 0.1
-0.4 -0.4 0.0

***

No. 10
Here is the molecule C6H12N2O at a distorted geometry from the Open Molecules 2025 dataset. Energies are from ωB97M-V/def2-TZVPD.

## Properties
total charge: 0
HOMO energy: -0.300 Eh
Kohn-Sham gap: 9.0 eV
SMILES: C[C@@]12N([C@]1(C)N)[C@]2(C)O
E_LUMO: 0.80 eV

CARTESIAN COORDINATES (ANGSTROEM)
C 0.535093 -2.274019 -0.738791
C 1.106367 0.895245 1.385561
C -1.176137 2.106185 -0.154844
C 0.374374 -1.347175 0.419712
C 0.452335 0.118514 0.281405
C -0.669164 0.732729 -0.537583
N -0.841452 0.359426 -1.945137
O 0.665589 -1.943349 1.666063
N -0.917602 -0.375615 0.385121
H 1.606308 -1.866707 1.891782
H -1.295345 -0.553007 -1.965300
H -1.499389 0.985249 -2.404908
H -0.406804 -2.787737 -0.953625
H 0.840304 -1.735609 -1.639648
H 1.284724 -3.037745 -0.509215
H 2.020330 0.397870 1.727338
H 0.444116 1.048548 2.244819
H 1.407831 1.885752 1.036398
H -0.410385 2.864264 -0.348340
H -2.063871 2.364691 -0.741135
H -1.457224 2.162491 0.900329

Cartesian forces, eV/Å:
-0.1 -0.5 -0.5
0.4 0.6 0.3
0.0 -0.1 0.2
-0.8 1.8 -2.1
1.5 1.7 1.4
1.3 -3.4 -1.1
-0.2 0.3 0.0
-0.9 0.9 -0.7
-1.5 -1.2 2.9
-0.4 0.3 -0.4
0.2 0.2 0.0
0.3 0.0 0.1
0.1 -0.1 0.1
-0.1 0.0 0.2
-0.1 0.1 -0.1
-0.1 0.1 0.0
0.1 -0.2 -0.1
0.0 0.0 0.0
-0.1 -0.1 0.0
0.1 -0.1 0.0
0.2 -0.2 -0.1

***

No. 11
Here is a structure of composition C6H12N2O at a distorted geometry from the Open Molecules 2025 dataset. Energies are from ωB97M-V/def2-TZVPD.

## Properties
total charge: 0
HOMO energy: -0.286 Eh
Kohn-Sham gap: 8.4 eV
E_LUMO: 0.59 eV

CARTESIAN COORDINATES (ANGSTROEM)
C 2.596362 -0.214954 -0.715168
C -2.645800 -0.226279 0.689163
C 0.459560 -1.143776 1.553925
C -1.203209 0.475068 -1.246530
C -1.414934 0.019042 -0.098728
C 0.446777 0.106240 0.699658
N -1.016721 1.127880 -2.373320
O 1.193607 -0.258679 -0.615508
N 0.702756 1.249055 1.242487
H -1.010591 2.139642 -2.358918
H -0.388754 0.648821 -3.013232
H 0.842164 2.012542 0.584704
H 3.125081 0.358592 0.053224
H 2.846430 0.241444 -1.679337
H 3.002460 -1.232720 -0.702336
H -2.682873 -1.282730 0.965712
H -2.602594 0.349657 1.615811
H -3.567998 0.022626 0.164142
H -0.006725 -1.935235 0.963392
H 1.465722 -1.458055 1.819457
H -0.140721 -0.998179 2.451401

Cartesian forces, eV/Å:
0.2 0.0 0.2
0.3 -0.7 0.6
-1.2 -0.1 -0.5
-1.0 -0.3 1.5
-0.3 1.2 -2.4
3.9 0.5 0.0
0.7 -0.7 0.0
-1.8 0.4 0.5
-1.0 -0.6 0.0
0.3 -0.2 0.0
-0.3 0.4 -0.2
0.2 -0.3 -0.2
-0.4 0.1 0.2
0.0 -0.1 0.1
0.0 0.0 0.0
-0.1 0.1 0.1
0.0 0.0 0.0
0.2 0.0 -0.1
0.1 -0.2 0.1
0.1 0.3 -0.1
0.1 0.1 0.1

***

No. 12
Here is a cluster of 2 separate species, C6H12N2O in total at a distorted geometry from the Open Molecules 2025 dataset. Energies are from ωB97M-V/def2-TZVPD.

## Properties
total charge: 0
HOMO energy: -0.319 Eh
Kohn-Sham gap: 9.3 eV
SMILES: [H]/N=C(\C)C=C.C/C=N/O
E_LUMO: 0.60 eV

CARTESIAN COORDINATES (ANGSTROEM)
C -1.023939 1.202397 -2.168954
C -0.497047 1.026657 -0.764569
C -1.407381 0.228013 0.199711
C -1.554047 0.699520 1.460753
N 0.493908 1.673530 -0.300574
H 1.174798 1.917217 -1.019507
H -2.331563 0.000791 -0.325560
H -1.737074 2.028688 -2.189280
H -1.579738 0.325699 -2.501819
H -0.215945 1.424829 -2.864981
H -0.787663 1.311425 1.908837
H -2.278172 0.359055 2.181065
C 1.402720 -0.512661 1.749122
C 1.516700 -1.164288 0.428199
O 1.110237 -3.085975 -0.622859
N 0.560746 -1.982973 0.056480
H 0.525033 -3.489620 -1.277761
H 2.415807 -1.009357 -0.167325
H 1.050752 0.510794 1.564829
H 2.350477 -0.315702 2.246298
H 0.811392 -1.148037 2.407896

Cartesian forces, eV/Å:
0.2 -0.7 -0.1
-0.7 0.0 1.0
-1.1 3.9 -0.4
1.0 -1.1 -0.5
0.8 -1.2 0.1
-0.6 0.8 -0.2
0.1 -1.4 0.2
0.1 0.1 0.2
0.1 -0.1 -0.1
0.0 0.0 0.0
0.2 0.2 -0.1
-0.6 -0.1 -0.3
-0.3 1.1 0.0
-1.0 -1.8 -0.7
1.1 0.3 -1.2
1.3 0.1 1.6
-0.6 0.7 0.3
0.2 -0.7 0.1
-0.4 -0.3 0.5
0.4 -0.5 -0.3
-0.3 0.5 -0.1

***

Number 1: electronic energy -9395.9578 eV. Number 2: electronic energy -9388.1538 eV. Number 3: electronic energy -9394.3782 eV. Number 4: electronic energy -9393.7904 eV. Number 5: electronic energy -9395.0735 eV. Number 6: electronic energy -9393.3358 eV. Number 7: electronic energy -9396.1338 eV. Number 8: electronic energy -9394.0150 eV. Number 9: electronic energy -11440.2677 eV. Number 10: electronic energy -11441.0897 eV. Number 11: electronic energy -11439.6952 eV. Number 12: electronic energy -11439.6889 eV.